Model a:
9
Properties=species:S:1:pos:R:3 method="wB97M-V/def2-TZVPD" smiles="C=NNC=S" e_lumo_ev=0.11 homo_lumo_gap_ev=8.88
C 2.641 -0.319 0.114
N 1.682 0.449 -0.101
N 0.505 -0.093 -0.163
C -0.650 0.579 0.081
S -2.086 -0.203 0.019
H 2.554 -1.402 0.400
H 3.643 0.098 0.036
H 0.394 -1.118 -0.309
H -0.471 1.621 0.260

Model b:
9
Properties=species:S:1:pos:R:3 method="wB97M-V/def2-TZVPD" e_lumo_ev="-3.88 / -3.89" homo_lumo_gap_ev="5.45 / 5.46"
C 0.781 1.329 -0.481
C -1.024 -0.009 0.439
N 1.539 2.217 -0.604
N -0.119 0.446 -0.550
S 1.644 -1.820 -0.974
H -1.652 -0.678 -0.076
H -0.527 -0.556 1.298
H -1.495 0.903 0.826
H 0.852 -1.831 0.122

Energy comparison, zero being the most stable, in kJ/mol: model a 0.0; model b 309.9.

Model a:
18
Properties=species:S:1:pos:R:3 method="wB97M-V/def2-TZVPD" smiles="[NH3+][S-].CC=C=CC" e_lumo_ev=-0.09 homo_lumo_gap_ev=7.84
N -4.257 -1.160 0.198
S -2.823 -0.054 0.195
H -4.440 -1.417 1.149
H -5.141 -0.571 -0.124
H -4.141 -1.945 -0.476
C 0.932 2.272 0.020
C 0.280 0.972 0.266
C 1.123 0.055 0.645
C 2.123 -0.728 0.639
C 2.662 -1.208 -0.711
H 1.006 2.971 0.811
H 0.604 2.931 -0.836
H 1.933 1.848 -0.341
H -0.784 0.862 0.203
H 2.746 -0.848 1.449
H 3.026 -2.200 -0.648
H 3.353 -0.543 -1.050
H 1.797 -1.239 -1.388

Model b:
18
Properties=species:S:1:pos:R:3 method="wB97M-V/def2-TZVPD" smiles="[H]/N=C/[C@](C)(S)CC" e_lumo_ev=0.83 homo_lumo_gap_ev=9.96
H -2.661 -1.006 1.406
N -1.937 -0.819 0.642
C -0.730 -0.948 0.911
C 0.277 -0.423 -0.170
C 0.149 -1.255 -1.487
S 1.849 -0.636 0.834
C 0.025 0.999 -0.493
C 0.051 1.862 0.717
H -0.282 -1.434 1.747
H 0.934 -1.057 -2.211
H 0.198 -2.349 -1.182
H -0.865 -1.130 -1.749
H 2.730 -0.315 -0.044
H -0.836 1.020 -1.111
H 0.717 1.316 -1.155
H -0.673 1.560 1.412
H 0.073 2.995 0.672
H 0.982 1.620 1.262

Energy comparison, zero being the most stable, in kJ/mol: model a 255.7; model b 0.0.

Model a:
13
Properties=species:S:1:pos:R:3 method="wB97M-V/def2-TZVPD" smiles="ONC1=NSCON1" e_lumo_ev=0.66 homo_lumo_gap_ev=9.10
O -1.088 -1.157 -2.513
N 0.082 -1.151 -1.702
C -0.069 -0.380 -0.554
N -1.053 0.425 -0.462
S -1.390 1.278 0.998
C 0.090 0.970 2.036
O 1.182 0.592 1.220
N 0.900 -0.584 0.470
H -1.469 -0.293 -2.382
H 0.822 -0.905 -2.344
H 0.390 1.888 2.484
H -0.156 0.135 2.713
H 1.760 -0.820 0.037

Model b:
13
Properties=species:S:1:pos:R:3 method="wB97M-V/def2-TZVPD" smiles="[H]/N=C(/NO)N(S)C=O" e_lumo_ev=0.46 homo_lumo_gap_ev=9.60
H 0.936 1.615 0.987
N 0.233 1.710 0.203
C 0.049 0.594 -0.338
N -0.813 0.606 -1.435
O -1.400 1.750 -1.471
N 0.511 -0.699 -0.017
S 0.648 -1.956 -1.125
C 0.752 -0.985 1.399
O 0.953 -2.035 1.940
H -1.558 -0.071 -1.278
H -1.116 2.287 -0.657
H -0.031 -2.785 -0.241
H 0.836 -0.032 2.034

Energy comparison, zero being the most stable, in kJ/mol: model a 106.6; model b 0.0.

Model a:
13
Properties=species:S:1:pos:R:3 method="wB97M-V/def2-TZVPD" e_lumo_ev=-0.27 homo_lumo_gap_ev=9.00
C 0.191 -0.637 -0.015
C -1.943 1.232 0.082
N 2.313 -1.149 0.099
N -0.665 -1.602 -0.032
N 2.771 -0.002 0.032
O 4.013 -0.175 0.066
O 2.185 1.090 0.031
S -0.106 0.992 0.132
H -2.462 0.553 0.645
H -2.409 1.065 -0.883
H -2.115 2.365 0.289
H -0.205 -2.478 -0.233
H -1.570 -1.255 -0.213

Model b:
13
Properties=species:S:1:pos:R:3 method="wB97M-V/def2-TZVPD" e_lumo_ev=0.70 homo_lumo_gap_ev=9.33
O -2.227 1.298 -0.083
N -2.880 0.132 -0.247
C -2.083 -0.898 -0.105
O -0.844 -1.008 0.385
N 0.083 -0.058 -0.110
C 1.413 -0.436 -0.126
N 2.233 0.449 0.324
S 3.902 0.048 -0.197
H -3.033 1.965 0.040
H -2.542 -1.861 -0.222
H -0.023 0.790 0.370
H 1.542 -1.454 -0.668
H 4.460 1.033 0.640

Energy comparison, zero being the most stable, in kJ/mol: model a 297.0; model b 0.0.

Model a:
12
Properties=species:S:1:pos:R:3 method="wB97M-V/def2-TZVPD" e_lumo_ev=-1.78 homo_lumo_gap_ev=8.26
H 2.898 1.507 -0.171
N 3.310 0.458 -0.480
C 2.352 -0.396 -0.339
N 1.250 -0.477 0.686
O 0.096 -0.860 0.175
C -0.895 0.122 0.114
O -0.481 1.344 0.242
C -2.354 -0.378 -0.123
O -3.479 0.136 -0.362
H 2.561 -1.385 -0.787
H 1.033 0.331 1.417
H -2.127 -1.373 -0.257

Model b:
12
Properties=species:S:1:pos:R:3 method="wB97M-V/def2-TZVPD" e_lumo_ev="-0.93 / -1.11" homo_lumo_gap_ev="8.45 / 7.66"
C 0.457 -0.545 0.373
C -1.711 -0.056 0.062
C -1.000 1.101 -0.537
N 0.617 0.736 0.930
N 0.581 -0.595 -0.976
O -0.908 -0.839 0.725
O -2.914 -0.101 -0.081
O 0.030 1.596 0.101
H 1.120 -1.166 0.946
H -1.444 1.460 -1.497
H 1.577 0.997 1.171
H -0.295 -1.048 -1.232

Energy comparison, zero being the most stable, in kJ/mol: model a 0.0; model b 28.9.

Model a:
14
Properties=species:S:1:pos:R:3 method="wB97M-V/def2-TZVPD" smiles="CNNC1=CC1" e_lumo_ev=1.02 homo_lumo_gap_ev=9.02
C -1.733 0.191 -1.273
N -1.091 0.634 -0.095
N -0.559 -0.392 0.622
C 0.803 -0.401 0.760
C 1.929 -0.629 1.343
C 1.995 0.077 -0.016
H -0.998 -0.346 -1.837
H -2.605 -0.548 -1.169
H -2.145 1.117 -1.707
H -1.835 1.103 0.366
H -0.853 -0.663 1.583
H 2.300 -0.774 2.286
H 2.234 1.190 -0.012
H 2.557 -0.559 -0.852

Model b:
14
Properties=species:S:1:pos:R:3 method="wB97M-V/def2-TZVPD" e_lumo_ev=0.87 homo_lumo_gap_ev=7.57
C -1.245 -0.742 0.161
C 1.273 -0.606 0.266
C 1.189 0.800 -0.155
C -1.271 0.757 0.167
H -2.066 -1.052 -0.508
H -1.629 -1.094 1.200
H 0.007 -1.458 -1.344
H 2.297 -1.036 -0.223
H 1.534 -0.874 1.333
H 2.014 1.576 0.108
H -0.059 2.384 -0.263
H -1.994 1.348 -0.389
N 0.052 -1.328 -0.306
N -0.102 1.325 -0.047

Energy comparison, zero being the most stable, in kJ/mol: model a 106.6; model b 0.0.

Model a:
14
Properties=species:S:1:pos:R:3 method="wB97M-V/def2-TZVPD" smiles="C=CCNN=C" e_lumo_ev=1.15 homo_lumo_gap_ev=9.90
C 1.017 -1.841 1.856
C 0.514 -0.701 1.392
C 0.790 -0.179 -0.037
N -0.461 0.149 -0.722
N -0.374 1.146 -1.769
C -1.516 1.753 -1.984
H 1.655 -2.450 1.208
H 0.870 -2.105 2.934
H -0.074 0.015 2.028
H 1.173 -1.048 -0.623
H 1.515 0.655 -0.070
H -1.192 0.391 -0.008
H -1.403 2.500 -2.811
H -2.515 1.717 -1.394

Model b:
14
Properties=species:S:1:pos:R:3 method="wB97M-V/def2-TZVPD" smiles=CNN1[C@@H]2C[C@@H]21 e_lumo_ev=1.13 homo_lumo_gap_ev=8.95
C 2.016 0.441 -0.597
N 0.997 -0.037 0.307
N -0.142 -0.046 -0.468
C -1.335 -0.710 0.164
C -2.375 0.180 -0.416
C -1.027 0.947 -0.098
H 2.805 1.092 -0.060
H 2.319 -0.498 -1.075
H 1.640 1.226 -1.255
H 1.012 0.545 1.118
H -1.263 -0.983 1.332
H -2.579 0.023 -1.502
H -3.237 0.565 0.151
H -0.911 1.454 0.832

Model c:
14
Properties=species:S:1:pos:R:3 method="wB97M-V/def2-TZVPD" e_lumo_ev="-0.13 / -0.13" homo_lumo_gap_ev="7.96 / 7.97"
C -2.141 0.354 0.297
C -0.818 0.275 0.239
C 0.037 0.778 -1.137
C 0.044 -0.408 1.143
N 1.334 -0.323 1.087
N 2.153 -0.945 0.230
H -2.707 0.950 -0.404
H -2.706 -0.161 1.061
H 1.001 1.264 -1.024
H 0.071 -0.090 -1.793
H -0.637 1.506 -1.582
H -0.340 -0.643 2.132
H 2.531 -1.840 0.505
H 2.178 -0.718 -0.755

Energy comparison, zero being the most stable, in kJ/mol: model a 0.0; model b 260.1; model c 156.4.

Model a:
14
Properties=species:S:1:pos:R:3 method="wB97M-V/def2-TZVPD" e_lumo_ev="-0.18 / 0.34" homo_lumo_gap_ev="8.65 / 9.79"
C -3.523 -0.283 0.374
C 0.580 -0.281 0.017
C 1.887 -0.756 0.646
C 0.566 0.869 -0.980
N -2.693 0.387 -0.264
N -0.394 -1.011 0.214
H -4.476 0.045 0.814
H -3.415 -1.302 0.914
H 1.630 -0.743 1.739
H 2.595 0.025 0.238
H 2.043 -1.767 0.262
H 1.464 1.604 -0.872
H 0.866 0.405 -1.951
H -0.441 1.179 -0.848

Model b:
14
Properties=species:S:1:pos:R:3 method="wB97M-V/def2-TZVPD" smiles=CCNCC#N e_lumo_ev=0.99 homo_lumo_gap_ev=10.45
C 1.963 0.005 0.487
C 0.632 0.628 0.076
N -0.239 -0.277 -0.672
C -1.639 -0.031 -0.441
C -2.126 -0.603 0.837
N -2.450 -1.108 1.826
H 2.570 -0.254 -0.384
H 1.792 -0.904 1.079
H 2.555 0.681 1.117
H 0.146 1.005 0.996
H 0.754 1.425 -0.658
H 0.024 -1.250 -0.592
H -2.244 -0.432 -1.260
H -1.817 1.053 -0.416

Model c:
14
Properties=species:S:1:pos:R:3 method="wB97M-V/def2-TZVPD" smiles=CCNCC#N e_lumo_ev=0.78 homo_lumo_gap_ev=10.05
C -0.936 1.717 0.633
C -0.631 0.319 0.159
N 0.772 0.149 -0.188
C 1.150 -1.204 -0.821
C 0.484 -2.349 -0.349
N -0.076 -3.277 0.040
H -0.658 2.445 -0.136
H -0.365 1.952 1.539
H -1.996 1.849 0.870
H -0.937 -0.419 0.913
H -1.213 0.096 -0.745
H 1.391 0.368 0.586
H 2.232 -1.283 -0.872
H 0.781 -0.363 -1.631

Energy comparison, zero being the most stable, in kJ/mol: model a 401.0; model b 0.0; model c 177.3.

Model a:
14
Properties=species:S:1:pos:R:3 method="wB97M-V/def2-TZVPD" e_lumo_ev=1.11 homo_lumo_gap_ev=9.51
C -0.650 -0.589 -1.376
N -1.822 -0.140 -0.565
C -1.090 1.067 -0.355
C -0.017 0.748 -1.087
C 1.431 0.068 1.744
N 0.929 -1.034 1.373
H -0.938 -0.749 -2.413
H -0.172 -1.487 -0.985
H -1.949 -0.691 0.277
H -1.458 1.933 0.175
H 0.853 1.273 -1.456
H 0.813 0.773 2.303
H 2.455 0.394 1.535
H 1.614 -1.564 0.832

Model b:
14
Properties=species:S:1:pos:R:3 method="wB97M-V/def2-TZVPD" smiles="CN1CCC=N1" e_lumo_ev=1.12 homo_lumo_gap_ev=9.33
C -2.006 -0.031 0.120
N -0.650 -0.031 -0.341
C 0.190 -1.112 -0.001
C 1.600 -0.549 0.028
C 1.181 1.010 0.091
N -0.072 1.096 -0.056
H -2.148 0.000 1.252
H -2.327 0.987 -0.234
H -2.522 -0.991 -0.276
H 0.047 -1.961 -0.688
H -0.019 -1.582 1.079
H 2.249 -0.960 -0.808
H 2.284 -0.885 0.903
H 1.698 2.036 0.123

Energy comparison, zero being the most stable, in kJ/mol: model a 46.9; model b 0.0.

Model a:
14
Properties=species:S:1:pos:R:3 method="wB97M-V/def2-TZVPD" e_lumo_ev=0.44 homo_lumo_gap_ev=8.88
C 1.544 0.144 -0.520
N 0.705 0.453 0.658
C -0.717 0.970 0.346
N -1.045 1.615 -0.689
H 1.182 1.101 1.288
H -0.455 1.457 -1.502
H -1.232 1.116 1.288
H 1.764 1.048 -1.085
H 0.984 -0.563 -1.132
H 2.468 -0.318 -0.177
C -1.162 -1.290 0.476
C -1.888 -2.207 0.131
H -2.534 -2.999 -0.171
H 0.386 -0.528 1.089

Model b:
14
Properties=species:S:1:pos:R:3 method="wB97M-V/def2-TZVPD" smiles=CCNCC#N e_lumo_ev=0.80 homo_lumo_gap_ev=10.53
C -1.491 -0.825 1.213
C -0.120 -0.449 0.669
N -0.275 0.378 -0.524
C 0.931 0.532 -1.313
C 1.831 1.569 -0.768
N 2.567 2.367 -0.368
H -2.010 -1.504 0.524
H -2.108 0.070 1.346
H -1.409 -1.331 2.179
H 0.442 0.123 1.421
H 0.461 -1.369 0.464
H -1.004 -0.005 -1.116
H 0.663 0.845 -2.328
H 1.522 -0.399 -1.399

Model c:
14
Properties=species:S:1:pos:R:3 method="wB97M-V/def2-TZVPD" smiles="CC1=NCCN1" e_lumo_ev=1.01 homo_lumo_gap_ev=9.30
C -2.183 -0.143 0.035
C -0.657 -0.176 -0.017
N -0.024 -1.260 0.009
C 1.434 -0.940 -0.055
C 1.479 0.597 0.071
N 0.100 0.960 -0.051
H -2.576 0.541 -0.784
H -2.525 -1.207 -0.145
H -2.577 0.338 0.957
H 1.907 -1.285 -0.967
H 1.926 -1.423 0.821
H 2.087 1.170 -0.710
H 1.910 0.931 1.061
H -0.302 1.897 -0.224

Energy comparison, zero being the most stable, in kJ/mol: model a 469.5; model b 16.9; model c 0.0.

Model a:
14
Properties=species:S:1:pos:R:3 method="wB97M-V/def2-TZVPD" smiles=CCNCC#N e_lumo_ev=0.98 homo_lumo_gap_ev=10.70
C -2.045 0.064 0.137
C -0.634 -0.443 0.369
N 0.287 -0.033 -0.697
C 1.673 -0.090 -0.277
C 2.063 0.969 0.692
N 2.316 1.822 1.432
H -2.473 -0.326 -0.792
H -2.069 1.159 0.103
H -2.678 -0.257 0.969
H -0.277 -0.101 1.353
H -0.649 -1.543 0.413
H 0.066 0.906 -1.018
H 2.348 -0.034 -1.139
H 1.836 -1.061 0.198

Model b:
14
Properties=species:S:1:pos:R:3 method="wB97M-V/def2-TZVPD" smiles=CC(C)(N)C#N e_lumo_ev=0.84 homo_lumo_gap_ev=11.18
C -0.801 1.045 -0.567
C -0.039 -0.124 0.076
C 1.480 0.063 0.018
N -0.382 -1.351 -0.633
C -0.499 -0.151 1.499
N -0.978 -0.130 2.551
H -1.856 1.011 -0.263
H -0.761 0.977 -1.659
H -0.397 2.005 -0.232
H 1.803 0.090 -1.028
H 1.988 -0.772 0.512
H 1.784 0.988 0.517
H 0.045 -2.151 -0.174
H -1.387 -1.500 -0.616

Model c:
14
Properties=species:S:1:pos:R:3 method="wB97M-V/def2-TZVPD" e_lumo_ev="0.20 / 0.06" homo_lumo_gap_ev="8.22 / 6.74"
C -0.777 -1.150 0.439
N 0.286 -0.171 0.267
C 0.775 0.510 1.459
C 0.546 0.305 -0.929
C -0.417 0.446 -2.070
N -1.640 0.215 -1.961
H -0.993 -1.270 1.503
H -0.467 -2.110 0.018
H -1.642 -0.789 -0.150
H -0.060 1.062 1.906
H 1.551 1.224 1.178
H 1.170 -0.199 2.190
H 1.408 0.976 -0.964
H 0.087 1.021 -2.877

Model d:
14
Properties=species:S:1:pos:R:3 method="wB97M-V/def2-TZVPD" smiles=CN(C)CC#N e_lumo_ev=0.75 homo_lumo_gap_ev=9.32
C 0.300 0.426 1.333
N 0.439 -0.022 -0.046
C 0.904 0.950 -1.014
C -0.414 -1.050 -0.535
C -1.476 -1.469 0.323
N -2.345 -1.467 1.097
H 0.793 1.397 1.453
H 0.777 -0.285 2.019
H -0.751 0.522 1.629
H 0.190 1.777 -1.137
H 1.035 0.462 -1.986
H 1.874 1.367 -0.711
H 0.055 -1.647 -1.313
H -1.571 -0.899 -1.075

Energy comparison, zero being the most stable, in kJ/mol: model a 40.6; model b 0.0; model c 330.1; model d 265.2.

Model a:
14
Properties=species:S:1:pos:R:3 method="wB97M-V/def2-TZVPD" smiles=CCNCC#N e_lumo_ev=0.91 homo_lumo_gap_ev=10.58
C -1.589 -0.670 -1.194
C -0.811 -0.048 -0.048
N 0.615 -0.052 -0.354
C 1.426 0.244 0.797
C 1.009 1.453 1.594
N 0.667 2.394 2.176
H -1.258 -1.700 -1.361
H -1.426 -0.101 -2.115
H -2.661 -0.671 -0.980
H -1.185 0.964 0.179
H -0.961 -0.638 0.868
H 0.837 0.503 -1.172
H 2.475 0.407 0.529
H 1.387 -0.622 1.459

Model b:
14
Properties=species:S:1:pos:R:3 method="wB97M-V/def2-TZVPD" smiles=C1N[C@H]1[C@H]1CN1 e_lumo_ev=1.10 homo_lumo_gap_ev=10.20
C 1.841 -0.018 0.070
N 1.325 -1.384 0.084
C 0.710 -0.428 -0.826
C -0.679 0.213 -0.591
C -1.885 0.020 0.401
N -0.752 0.826 0.700
H 2.864 0.094 -0.302
H 1.601 0.618 0.920
H 0.707 -1.494 0.883
H 0.994 -0.590 -1.868
H -1.052 0.647 -1.521
H -2.016 -0.926 0.915
H -2.853 0.552 0.313
H -0.829 1.823 0.805

Energy comparison, zero being the most stable, in kJ/mol: model a 0.0; model b 232.1.